Entry 1:
Molecular formula: C40H38N7O8P2S2Tl
Method: DFT, ωB97M-V/def2-TZVPD

Output
E_HOMO   -1.68 eV
Strongest force on any atom   1.65 eV/A
LUMO level   0.1496 Eh
Charge   -2
ΔE to the lowest compared entry with this formula, charge and spin   39.0 kcal per mole

```
98
C40H38N7O8P2S2Tl ωB97M-V/def2-TZVPD
Tl -0.739 0.448 0.528
C -1.835 1.225 6.357
C -1.235 0.278 5.533
C -1.637 0.127 4.219
C -2.658 0.924 3.683
C -3.249 1.884 4.520
C -2.839 2.032 5.836
N -2.984 0.823 2.342
C -4.189 0.591 1.906
C -5.272 0.152 2.770
C -6.510 -0.107 2.291
C -6.818 0.044 0.903
C -5.843 0.442 0.047
C -4.511 0.707 0.489
N -3.511 1.023 -0.350
N -3.792 1.143 -1.596
C -2.702 1.458 -2.396
C -2.885 1.333 -3.785
C -1.829 1.610 -4.630
C -0.621 2.041 -4.092
C -0.536 2.166 -2.715
N -1.536 1.881 -1.885
H -1.512 1.343 7.385
H -0.428 -0.337 5.917
H -1.146 -0.588 3.569
H -4.012 2.534 4.107
H -3.306 2.785 6.463
H -5.046 0.003 3.817
H -7.284 -0.459 2.966
H -7.813 -0.191 0.543
H -6.025 0.538 -1.015
H -3.838 0.987 -4.161
H -1.943 1.497 -5.703
H 0.231 2.259 -4.723
H 0.378 2.498 -2.239
O 3.000 2.646 2.790
P 2.028 1.493 2.147
O 1.941 1.821 0.677
O 0.804 1.360 2.969
O 3.037 0.226 2.366
P 2.542 -1.338 2.285
O 3.915 -1.981 1.634
O 2.418 -1.886 3.662
O 1.462 -1.494 1.270
H 2.779 2.650 3.733
H 4.480 -2.178 2.391
C -1.611 -3.448 4.560
N -1.065 -3.641 3.238
C 0.247 -3.998 2.964
C 0.410 -3.970 1.641
N -0.800 -3.565 1.077
C -1.740 -3.382 2.080
S -3.393 -3.172 1.950
C -0.953 -3.213 -0.279
C -0.268 -3.924 -1.263
C -0.500 -3.592 -2.584
C -1.394 -2.574 -2.882
C -2.000 -1.912 -1.827
N -1.779 -2.222 -0.552
H -1.644 -4.396 5.100
H -2.620 -3.062 4.449
H -1.003 -2.729 5.109
H 0.962 -4.185 3.744
H 1.300 -4.112 1.059
H 0.423 -4.713 -0.998
H 0.008 -4.134 -3.373
H -1.600 -2.280 -3.903
H -2.699 -1.102 -1.996
O 1.583 0.315 -1.737
S 2.798 0.187 -0.894
C 4.032 1.440 -1.573
C 3.675 2.877 -1.419
C 3.999 3.595 -0.269
C 3.664 4.932 -0.152
C 2.987 5.579 -1.180
C 2.649 4.873 -2.324
C 3.003 3.536 -2.445
C 3.708 -1.265 -1.789
C 3.609 -1.201 -3.261
C 2.386 -1.471 -3.883
C 2.247 -1.391 -5.259
C 3.321 -1.005 -6.052
C 4.526 -0.675 -5.446
C 4.667 -0.776 -4.069
H 4.145 1.187 -2.623
H 4.931 1.184 -1.005
H 4.491 3.088 0.551
H 3.912 5.469 0.756
H 2.711 6.622 -1.081
H 2.102 5.365 -3.120
H 2.744 2.982 -3.342
H 3.141 -2.089 -1.355
H 4.726 -1.269 -1.400
H 1.541 -1.726 -3.257
H 1.292 -1.627 -5.715
H 3.221 -0.958 -7.130
H 5.360 -0.337 -6.051
H 5.620 -0.529 -3.611
```

Mulliken atomic charge list, values in e, 5 entries:
1 Tl 1.08
2 C -0.66
3 C -0.75
4 C 0.03
5 C -0.58



Entry 2:
Molecular formula: C40H39Cl2N7O2PdS
Method: DFT, ωB97M-V/def2-TZVPD

Output
E_HOMO   -6.68 eV
Strongest force on any atom   0.61 eV/A
LUMO level   0.0009 Eh
ΔE to the lowest compared entry with this formula, charge and spin   4.8 kcal per mole

```
92
C40H39Cl2N7O2PdS ωB97M-V/def2-TZVPD
Pd 1.353 0.184 -0.273
N -2.860 -3.303 -7.823
C -2.065 -2.815 -7.153
C -1.070 -2.202 -6.314
C 0.082 -1.667 -6.887
C 1.047 -1.088 -6.085
C 0.849 -1.030 -4.711
C -0.305 -1.546 -4.136
C -1.260 -2.146 -4.935
N 1.821 -0.436 -3.875
C 2.570 0.691 -4.134
C 3.291 0.923 -3.010
N 3.019 -0.032 -2.052
C 2.127 -0.835 -2.603
H 0.221 -1.718 -7.958
H 1.957 -0.695 -6.518
H -0.461 -1.468 -3.068
H -2.152 -2.561 -4.488
H 2.488 1.221 -5.066
H 3.984 1.726 -2.821
H 1.706 -1.715 -2.140
N 0.003 0.947 2.392
S 1.340 1.069 3.294
C 2.698 1.814 2.383
C 3.281 1.034 1.382
C 4.408 1.522 0.733
C 4.953 2.747 1.085
C 4.373 3.503 2.092
C 3.245 3.039 2.751
C 0.917 2.344 4.448
C 1.352 2.190 5.754
C 1.036 3.165 6.691
C 0.285 4.267 6.314
C -0.157 4.403 5.002
C 0.157 3.441 4.060
H -0.065 -0.006 1.948
H 2.895 0.046 1.109
H 4.835 0.924 -0.061
H 5.838 3.111 0.580
H 4.798 4.458 2.374
H 2.808 3.634 3.539
H 1.931 1.320 6.036
H 1.369 3.057 7.715
H 0.033 5.023 7.046
H -0.749 5.262 4.717
H -0.188 3.531 3.037
N -0.814 2.672 0.145
C 0.351 3.136 -0.607
C 0.051 3.379 -2.082
N -0.551 2.214 -2.722
C -1.740 1.784 -1.991
C -1.459 1.529 -0.515
H -1.491 3.427 0.205
H -0.211 1.721 1.738
H 1.120 2.341 -0.564
H 0.761 4.025 -0.118
H 0.970 3.641 -2.612
H -0.640 4.223 -2.199
H 0.131 1.456 -2.704
H -2.141 0.879 -2.456
H -2.502 2.564 -2.102
H -0.787 0.651 -0.460
H -2.366 1.269 0.031
Cl -2.164 -2.675 -1.343
C -3.159 -1.766 -0.244
C -3.972 -0.803 -0.825
C -4.726 0.060 -0.053
C -4.640 -0.038 1.327
C -3.857 -1.020 1.894
Cl -3.793 -1.107 3.635
C -3.114 -1.962 1.148
N -2.445 -2.945 1.829
C -1.800 -4.094 1.313
C -2.546 -5.025 0.600
C -1.944 -6.156 0.076
C -0.594 -6.378 0.300
C 0.134 -5.478 1.063
C -0.449 -4.327 1.586
C 0.376 -3.389 2.429
C 0.915 -2.180 1.649
O 2.133 -2.002 1.586
O 0.017 -1.440 1.115
H -3.983 -0.731 -1.904
H -5.353 0.809 -0.517
H -5.187 0.630 1.977
H -2.193 -2.686 2.768
H -3.601 -4.835 0.444
H -2.530 -6.864 -0.496
H -0.112 -7.261 -0.101
H 1.183 -5.662 1.261
H 1.208 -3.929 2.876
H -0.230 -2.991 3.249
```

Mulliken atomic charge list, values in e, 5 entries:
1 Pd 0.51
2 N -0.52
3 C 0.01
4 C 0.28
5 C -0.76



Entry 3:
Molecular formula: C40H39MoN6O7P2S2
Method: DFT, ωB97M-V/def2-TZVPD

Output
<S²>   0.94
E_HOMO (spin up / spin down)   -7.52 / -7.18 eV
Strongest force on any atom   1.10 eV/A
LUMO level (spin up / spin down)   -0.0175 / -0.0193 Eh
ΔE to the lowest compared entry with this formula, charge and spin   2.0 kcal per mole
Spin multiplicity   2

```
97
C40H39MoN6O7P2S2 ωB97M-V/def2-TZVPD
Mo 0.126 0.509 0.420
O 4.080 1.838 0.831
C 3.037 1.208 0.797
N 1.799 1.687 0.524
C 1.648 3.110 0.769
C 0.364 3.356 1.500
C 0.015 4.621 1.952
C -1.206 4.797 2.574
C -2.051 3.706 2.708
C -1.636 2.481 2.226
N -0.441 2.303 1.656
C 2.973 -0.224 1.224
C 4.103 -0.902 1.635
C 3.958 -2.197 2.101
C 2.691 -2.757 2.124
C 1.610 -2.008 1.694
N 1.740 -0.751 1.260
H 2.501 3.475 1.351
H 1.636 3.687 -0.166
H 0.699 5.445 1.805
H -1.500 5.772 2.937
H -3.027 3.794 3.161
H -2.274 1.610 2.279
H 5.053 -0.389 1.585
H 4.818 -2.764 2.433
H 2.524 -3.767 2.471
H 0.606 -2.405 1.692
N 0.713 -0.709 -3.105
P 0.189 -1.219 -1.542
C -1.281 -2.166 -1.989
C -2.487 -1.912 -1.353
C -3.629 -2.601 -1.735
C -3.565 -3.535 -2.757
C -2.358 -3.784 -3.401
C -1.218 -3.101 -3.020
C 1.469 -2.498 -1.330
C 1.139 -3.812 -1.018
C 2.133 -4.768 -0.871
C 3.465 -4.421 -1.038
C 3.802 -3.110 -1.344
C 2.811 -2.152 -1.481
C -0.042 0.116 -3.918
C 0.542 0.671 -5.065
C -0.228 1.514 -5.834
C -1.550 1.761 -5.466
C -2.033 1.133 -4.334
N -1.301 0.327 -3.564
H 1.712 -0.574 -3.196
H -2.552 -1.154 -0.582
H -4.567 -2.394 -1.241
H -4.458 -4.066 -3.059
H -2.309 -4.503 -4.208
H -0.281 -3.280 -3.533
H 0.101 -4.098 -0.901
H 1.861 -5.788 -0.633
H 4.239 -5.169 -0.928
H 4.838 -2.824 -1.469
H 3.101 -1.129 -1.699
H 1.569 0.449 -5.321
H 0.193 1.974 -6.718
H -2.184 2.418 -6.043
H -3.051 1.298 -4.001
C -3.791 -0.172 6.170
C -2.785 0.720 5.483
O -2.574 0.287 4.124
P -1.273 -0.555 3.740
S -1.490 -0.942 1.754
S 0.406 0.197 4.336
O -1.641 -1.937 4.484
C -0.726 -3.038 4.450
C -1.209 -4.077 5.434
H -3.995 0.212 7.170
H -3.414 -1.190 6.256
H -4.728 -0.194 5.614
H -1.826 0.742 6.005
H -3.150 1.746 5.408
H 0.272 -2.672 4.709
H -0.704 -3.439 3.432
H -1.164 -3.696 6.454
H -0.584 -4.969 5.372
H -2.237 -4.364 5.215
O -2.802 2.830 -1.504
C -1.649 2.468 -1.402
O -1.247 1.441 -0.722
C -0.552 3.201 -2.154
C -0.798 4.472 -2.669
C 0.185 5.157 -3.371
C 1.425 4.574 -3.594
C 1.637 3.307 -3.085
C 0.683 2.613 -2.368
N 2.929 2.639 -3.336
O 3.053 1.481 -2.966
O 3.798 3.277 -3.885
H -1.777 4.902 -2.506
H -0.016 6.146 -3.758
H 2.204 5.074 -4.149
H 0.912 1.628 -1.994
```

Mulliken atomic charge list, values in e, 5 entries:
1 Mo -0.60
2 O -0.76
3 C -0.66
4 N 0.57
5 C -1.29



Entry 4:
Molecular formula: C40H39N2
Method: DFT, ωB97M-V/def2-TZVPD

Output
E_HOMO   -10.32 eV
Strongest force on any atom   3.03 eV/A
LUMO level   -0.2023 Eh
Charge   +1
ΔE to the lowest compared entry with this formula, charge and spin   15.6 kcal per mole

```
81
C40H39N2 ωB97M-V/def2-TZVPD
C 4.215 3.933 2.927
C 3.584 3.227 1.779
C 4.158 2.066 1.286
C 3.604 1.397 0.212
C 4.220 0.149 -0.296
C 2.444 1.898 -0.385
N 1.847 1.168 -1.477
C 0.978 0.159 -1.411
N 0.589 -0.306 -2.602
C -0.613 -1.061 -2.867
C -1.853 -0.464 -2.632
C -1.921 0.932 -2.134
C -3.006 -1.191 -2.856
C -2.954 -2.497 -3.310
C -4.219 -3.245 -3.547
C -1.715 -3.078 -3.537
C -0.540 -2.382 -3.316
C 0.782 -3.027 -3.534
C 1.270 0.475 -3.680
C 2.164 1.466 -2.904
C 1.843 3.058 0.110
C 0.583 3.572 -0.488
C 2.423 3.705 1.187
H 3.649 4.825 3.208
H 4.269 3.277 3.800
H 5.230 4.244 2.666
H 5.053 1.683 1.748
H 3.645 -0.266 -1.122
H 5.231 0.332 -0.659
H 4.262 -0.608 0.486
H -2.948 1.286 -2.053
H -1.468 0.999 -1.146
H -1.387 1.609 -2.801
H -3.963 -0.739 -2.670
H -4.023 -4.260 -3.895
H -4.806 -3.310 -2.628
H -4.821 -2.738 -4.304
H -1.671 -4.094 -3.884
H 0.676 -4.065 -3.855
H 1.351 -2.501 -4.300
H 1.365 -3.021 -2.612
H 1.836 -0.204 -4.325
H 0.521 0.985 -4.291
H 1.933 2.514 -3.118
H 3.226 1.290 -3.092
H 0.251 4.487 0.003
H 0.712 3.796 -1.546
H -0.217 2.838 -0.392
H 1.966 4.601 1.571
C -0.833 -0.590 1.790
C 0.462 -1.088 2.229
C 1.114 -2.167 1.613
C 2.228 -2.739 2.183
C 2.732 -2.253 3.375
C 2.126 -1.177 3.992
C 1.017 -0.600 3.425
C -1.413 0.643 2.267
C -2.820 0.521 2.276
C -3.616 1.513 2.826
C -3.008 2.651 3.318
C -1.625 2.815 3.244
C -0.820 1.826 2.724
C -3.152 -0.752 1.678
C -1.942 -1.395 1.317
C -2.004 -2.650 0.700
C -3.232 -3.237 0.488
C -4.408 -2.610 0.891
C -4.379 -1.365 1.483
H 0.751 -2.537 0.673
H 2.702 -3.580 1.705
H 3.589 -2.718 3.832
H 2.504 -0.798 4.927
H 0.522 0.199 3.946
H -4.682 1.378 2.863
H -3.616 3.423 3.758
H -1.177 3.731 3.591
H 0.243 1.962 2.622
H -1.107 -3.143 0.376
H -3.279 -4.199 0.006
H -5.353 -3.108 0.756
H -5.276 -0.874 1.813
```

Mulliken atomic charge list, values in e, 5 entries:
1 C -1.60
2 C 0.93
3 C -0.90
4 C 1.53
5 C -1.83



Entry 5:
Molecular formula: C40H40CrN2OP
Method: DFT, ωB97M-V/def2-TZVPD

Output
<S²>   6.04
E_HOMO (spin up / spin down)   -2.14 / -2.84 eV
Strongest force on any atom   7.88 eV/A
LUMO level (spin up / spin down)   0.1009 / 0.1008 Eh
Charge   -1
ΔE to the lowest compared entry with this formula, charge and spin   42.7 kcal per mole
Spin multiplicity   5

```
85
C40H40CrN2OP ωB97M-V/def2-TZVPD
C -2.110 -0.627 -0.940
C -2.090 0.783 -1.136
C -0.944 1.092 -1.954
H -2.877 1.482 -0.837
C -0.167 -0.122 -2.074
C -0.922 -1.176 -1.492
H 0.782 -0.241 -2.603
C -0.079 1.740 2.312
C -1.246 2.297 1.724
C -0.857 3.009 0.567
H -2.245 2.305 2.174
C 0.570 2.890 0.419
C 1.046 2.052 1.502
H -0.761 2.043 -2.456
H -0.646 -2.229 -1.520
H -2.939 -1.182 -0.511
H 2.098 1.853 1.731
H -1.507 3.650 -0.037
H -0.020 1.282 3.301
Cr -0.133 0.902 0.051
C 1.482 3.494 -0.622
C 2.696 4.047 0.124
C 0.790 4.559 -1.475
H 2.357 4.569 1.032
H 3.244 4.743 -0.508
H 3.376 3.249 0.424
H 0.367 5.359 -0.859
H -0.027 4.152 -2.085
H 1.527 4.992 -2.161
C 1.725 2.271 -1.579
C 3.112 1.959 -2.072
H 1.162 2.401 -2.508
H 1.431 1.291 -1.065
O 3.917 1.484 -1.262
N 3.300 2.145 -3.475
C 2.604 1.174 -4.362
H 4.287 2.284 -3.722
C 1.238 1.591 -4.922
C 0.388 0.616 -5.473
H 0.738 -0.418 -5.509
C -0.877 0.952 -5.961
H -1.528 0.168 -6.350
C -1.293 2.286 -5.958
H -2.280 2.544 -6.343
C -0.426 3.281 -5.494
H -0.730 4.330 -5.529
C 0.846 2.936 -4.995
H 1.543 3.725 -4.692
H 2.469 0.213 -3.820
H 3.271 0.979 -5.222
N -0.248 -0.563 1.143
P -0.537 -1.827 2.114
C -1.329 -3.165 1.214
C -2.733 -3.243 1.181
C -3.349 -4.357 0.612
C -2.557 -5.350 0.020
C -1.162 -5.230 -0.025
C -0.545 -4.120 0.553
C 1.023 -2.454 2.746
C 1.048 -3.654 3.471
C 2.242 -4.112 4.022
C 3.428 -3.412 3.795
C 3.419 -2.238 3.030
C 2.218 -1.750 2.508
C -1.673 -1.574 3.505
C -2.303 -0.339 3.726
C -3.029 -0.127 4.896
C -3.231 -1.178 5.794
C -2.736 -2.452 5.506
C -1.988 -2.655 4.346
H -3.343 -2.462 1.642
H -4.440 -4.428 0.622
H -3.040 -6.207 -0.448
H -0.549 -5.985 -0.520
H 0.541 -4.017 0.530
H 0.137 -4.237 3.594
H 2.233 -5.022 4.618
H 4.356 -3.794 4.216
H 4.358 -1.716 2.850
H 2.212 -0.839 1.905
H -2.251 0.447 2.978
H -3.447 0.858 5.114
H -3.791 -1.024 6.715
H -2.927 -3.295 6.167
H -1.667 -3.661 4.082
```

Mulliken atomic charge list, values in e, 5 entries:
1 C -0.12
2 C -1.40
3 C 0.36
4 H 0.49
5 C -0.16